Record 1
15
Properties=species:S:1:pos:R:3 method="wB97M-V/def2-TZVPD" max_force_ha_per_bohr=0.056 multiplicity=1 orbital_gap_ev=9.95 e_above_lowest_kj_mol=347.4
O 1.998 1.036 -1.968
N 1.607 0.688 -0.648
N -2.236 -0.846 0.694
N -1.465 0.505 -0.966
C 0.167 -0.278 0.635
C 1.139 -0.487 -0.535
C -1.263 -0.217 0.172
C 0.491 -0.402 1.916
H 1.019 -1.205 -1.354
H 2.464 1.877 -1.860
H -0.264 -0.547 2.672
H -2.428 0.715 -1.172
H -0.775 1.178 -1.253
H 1.514 -0.540 2.226
H -1.966 -1.477 1.441

Record 2
38
Properties=species:S:1:pos:R:3 method="wB97M-V/def2-TZVPD" max_force_ha_per_bohr=0.088 multiplicity=1 orbital_gap_ev=7.46 e_above_lowest_kj_mol=324.2
O 0.809 -1.746 -4.583
O -1.348 1.236 3.295
O -0.290 1.519 -2.120
O 1.807 -1.453 -2.568
N -0.077 -0.998 1.696
N 1.701 -3.389 1.959
N -1.204 3.705 -0.906
N 2.853 -1.069 -4.609
C -1.157 1.272 1.899
C -1.056 2.545 -0.148
C 1.768 -1.576 -3.900
C 0.438 -1.733 0.616
C -1.769 3.844 1.906
C -1.370 2.543 1.214
C 0.721 -3.274 0.915
C -0.300 -1.908 2.813
C 0.302 -3.239 2.306
C 0.283 -1.045 -0.570
C 0.475 -1.559 -2.014
C -0.258 0.180 -0.166
C -0.640 1.369 -0.829
C -0.602 0.177 1.204
H 2.207 -2.601 2.071
H -2.412 4.455 1.167
H -0.817 4.350 2.256
H 0.442 -4.076 0.226
H -1.334 -2.081 3.020
H 0.143 -1.488 3.751
H -0.623 3.706 -1.739
H -0.204 -4.068 2.617
H -1.595 2.085 3.637
H 0.588 1.065 -2.209
H -1.392 4.654 -0.558
H 3.603 -0.552 -4.180
H -0.156 -0.914 -2.620
H -2.416 3.746 2.776
H 0.124 -2.698 -2.065
H 2.758 -0.988 -5.561

Record 3
84
Properties=species:S:1:pos:R:3 method="wB97M-V/def2-TZVPD" max_force_ha_per_bohr=0.060 multiplicity=1 orbital_gap_ev=10.11 e_above_lowest_kj_mol=609.0
O -26.020 18.926 -25.004
O -22.325 17.460 -22.205
O -16.970 15.166 -15.760
O -19.171 18.588 -24.370
O -16.841 9.721 -20.781
O -24.250 13.403 -25.207
O -17.065 19.380 -20.230
O -23.771 25.061 -19.654
O -23.326 15.071 -14.210
C -15.160 11.241 -21.710
C -23.240 17.495 -14.657
C -21.821 17.129 -21.001
C -16.302 10.979 -20.670
C -23.559 16.123 -15.145
C -27.514 18.484 -23.183
C -23.735 22.658 -20.093
C -27.251 19.323 -24.415
C -25.196 23.806 -18.284
C -24.384 14.281 -27.373
C -28.343 19.221 -25.582
C -19.103 17.807 -25.521
C -21.493 15.609 -21.019
C -18.331 15.065 -15.791
C -23.498 14.057 -26.173
C -24.581 23.890 -19.686
C -17.150 18.449 -19.136
C -17.321 12.102 -20.702
C -22.353 13.077 -26.425
H -18.673 14.476 -14.939
H -17.678 9.709 -20.310
H -28.513 18.609 -22.765
H -23.359 18.100 -15.555
H -26.065 23.152 -18.360
H -16.915 13.114 -20.714
H -18.730 16.077 -15.722
H -23.934 17.971 -13.964
H -25.335 24.019 -20.463
H -24.724 14.112 -24.767
H -20.931 15.336 -20.126
H -17.781 19.184 -20.838
H -24.719 13.322 -27.768
H -21.057 15.281 -21.963
H -16.725 15.800 -15.082
H -22.720 12.105 -26.755
H -21.598 17.384 -22.827
H -25.523 24.752 -17.852
H -20.883 17.662 -20.842
H -27.148 20.363 -24.103
H -14.913 12.287 -21.527
H -27.401 17.458 -23.532
H -18.718 14.579 -16.686
H -17.382 17.434 -19.457
H -23.155 24.826 -18.956
H -20.075 17.388 -25.783
H -22.480 15.151 -21.091
H -23.116 15.016 -25.823
H -22.488 17.509 -20.227
H -18.533 18.151 -26.384
H -24.423 23.503 -17.578
H -22.686 22.661 -19.798
H -23.699 22.487 -21.169
H -18.073 11.998 -19.921
H -17.886 18.648 -18.357
H -16.207 18.436 -18.588
H -18.682 19.388 -24.575
H -15.786 11.037 -19.711
H -17.777 11.900 -21.671
H -28.965 18.327 -25.618
H -22.217 17.550 -14.285
H -18.641 16.827 -25.404
H -27.750 19.083 -26.487
H -25.404 18.938 -24.268
H -26.764 18.725 -22.429
H -24.635 16.287 -15.198
H -21.569 13.493 -27.058
H -15.447 11.147 -22.757
H -28.938 20.134 -25.583
H -25.187 14.989 -27.170
H -21.748 12.756 -25.576
H -23.943 14.351 -14.359
H -23.092 15.995 -16.122
H -23.774 14.716 -28.165
H -24.135 21.759 -19.624
H -14.327 10.546 -21.599

Record 4
34
Properties=species:S:1:pos:R:3 method="wB97M-V/def2-TZVPD" max_force_ha_per_bohr=0.101 charge=-1 multiplicity=1 orbital_gap_ev=10.16 e_above_lowest_kj_mol=189.6
O -3.073 -2.067 -1.435
O 1.355 2.611 -2.417
O 0.635 1.622 0.142
O 2.313 2.524 2.267
O -3.036 -0.827 1.106
O -0.871 -2.759 1.251
O 0.384 -0.399 -3.618
O -0.559 0.026 -0.495
O -2.124 0.445 3.862
O -0.897 0.955 1.403
O 0.031 -2.629 -1.425
O 2.498 0.314 -2.027
O 2.487 -0.358 1.133
N -0.408 0.973 0.266
H -0.028 -1.686 -1.172
H -1.605 0.656 3.119
H -2.703 -1.382 -2.011
H 2.050 -0.823 1.880
H -2.374 -0.175 1.338
H 2.356 1.212 -2.324
H 3.062 2.406 1.688
H 0.946 -0.052 -2.908
H 2.592 0.481 -1.087
H 2.153 3.209 -2.315
H -0.176 -2.831 0.585
H 1.104 2.270 -1.539
H -0.415 -0.507 -3.233
H -3.029 -1.640 -0.558
H 0.964 -2.776 -1.261
H 1.484 2.483 1.755
H -1.912 1.129 4.479
H -1.447 -2.081 0.925
H -3.624 -0.599 1.829
H 1.859 0.291 0.805

Record 5
25
Properties=species:S:1:pos:R:3 method="wB97M-V/def2-TZVPD" max_force_ha_per_bohr=0.053 multiplicity=1 orbital_gap_ev="7.66 / 7.66" e_above_lowest_kj_mol=611.1
N 1.010 -0.652 2.280
C -0.111 0.553 -1.334
C 0.140 -0.723 -0.359
C 0.162 -0.009 1.590
C -0.896 -1.611 -0.341
C 0.878 2.259 0.191
C -0.766 0.241 -2.644
C -1.254 0.336 1.998
C 0.372 1.680 -0.935
C 1.548 -1.256 -0.537
H 1.926 2.547 0.203
H -0.791 1.125 -3.282
H 0.264 2.984 0.723
H -1.926 -1.287 -0.303
H -1.790 -0.553 2.337
H 0.594 -1.090 3.105
H 1.752 -1.439 -1.594
H -0.227 -0.561 -3.154
H -0.721 -2.679 -0.302
H -1.791 0.790 1.163
H 0.676 1.100 1.019
H -1.789 -0.102 -2.486
H 1.688 -2.179 0.021
H 2.276 -0.534 -0.170
H -1.225 1.060 2.815